Computed, not measured: 10 unconnected molecules or ions with the total composition C42H77F9N12O10S2 in a non-equilibrium geometry, with ωB97M-V with the def2-TZVPD basis set.

Summary:
Molecular weight ... 1145.27 g/mol
DFT total energy ... -129246.4305 eV
LUMO level ... -8.995 eV
Orbital gap ... 5.48 eV
Max |F| ... 0.1405 hartree/bohr
ΔE to the lowest compared entry with this formula, charge and spin ... 0.0 kJ/mol
HOMO level ... -14.47 eV
Charge ... +4

Structure (XYZ):
```
152
C42H77F9N12O10S2 (ωB97M-V with the def2-TZVPD basis set)
C 1.41373 -0.00735 -0.86141
O 0.20061 -0.03683 -1.71174
O 2.21804 0.93767 -1.55392
C 1.00756 0.27436 0.64485
F 0.67462 1.56749 0.84777
F 0.01609 -0.50404 1.09692
F 1.95828 0.04216 1.52330
C -0.59590 -1.17523 -1.82497
C -1.75235 -0.73180 -2.62890
H -2.15776 0.12799 -2.09552
H -1.46567 -0.37833 -3.61935
H -2.58564 -1.43170 -2.56673
H -1.00180 -1.56603 -0.89189
H -0.14765 -2.01575 -2.35478
H 1.89843 -0.98322 -0.83227
C -0.68800 2.82300 -3.20155
C 0.34150 3.88548 -2.99869
O 0.64860 4.86078 -3.70739
N 1.14352 3.64746 -1.68035
H 1.47509 2.70209 -1.55214
H 1.99150 4.19605 -1.68871
C 0.38383 4.16440 -0.53013
H -0.19029 1.91189 -3.53362
H -1.42771 3.16290 -3.92640
H -1.31491 2.54852 -2.35317
H -0.13355 5.11988 -0.61669
H 1.07136 4.21118 0.31438
H -0.41525 3.53436 -0.13948
C 2.64658 -0.74079 -4.17392
C 3.35618 0.44943 -4.75820
O 3.32495 0.77074 -5.94337
N 3.84803 1.44947 -3.75552
H 3.78190 2.42457 -4.01030
H 3.29275 1.36426 -2.91618
C 5.32930 1.20692 -3.43534
H 1.65285 -0.33381 -3.98691
H 3.08524 -1.04267 -3.22284
H 2.57367 -1.42419 -5.01993
H 5.49395 0.17524 -3.12450
H 5.58354 1.96056 -2.69004
H 6.04939 1.36016 -4.23914
C 2.31472 -3.00345 2.57004
C 1.48165 -3.62601 1.43667
N 2.24862 -3.81402 0.21779
C 3.61773 -3.54282 0.09095
C 3.97386 -3.90435 -1.22598
N 2.82640 -4.32537 -1.92892
C 1.77526 -4.32651 -1.00567
C 2.75361 -4.62404 -3.35734
H 2.73968 -2.00132 2.51319
H 3.12442 -3.65551 2.89763
H 1.67678 -2.94868 3.45215
H 0.60813 -3.00495 1.23830
H 1.15867 -4.60081 1.80211
H 4.20587 -3.45504 0.99250
H 4.95163 -3.86038 -1.68252
H 0.77316 -4.70484 -1.14370
H 1.88092 -5.22602 -3.61056
H 3.67220 -5.15993 -3.59636
H 2.71171 -3.67669 -3.89481
C -6.56207 -0.76350 4.57996
C -5.13259 -0.74036 4.90882
N -4.43513 0.27267 4.24562
C -3.34641 1.00009 4.69090
C -2.73222 1.69552 3.62312
N -3.47273 1.48309 2.50118
C -4.51948 0.67703 2.94715
C -3.21828 1.95942 1.14036
H -6.75682 -1.13362 3.57339
H -7.06165 0.20439 4.62126
H -6.98568 -1.56174 5.18943
H -4.62087 -1.67738 4.68919
H -5.11210 -0.61612 5.99152
H -3.05063 0.80701 5.71151
H -1.78448 2.21127 3.67013
H -5.29810 0.25192 2.33116
H -4.09454 2.53506 0.84221
H -3.13572 1.05978 0.53049
H -2.32633 2.58076 1.05995
C -5.24186 -3.60877 -3.20825
C -6.05336 -2.42630 -2.75258
N -5.85029 -1.22308 -3.52480
C -6.39953 -0.88447 -4.76898
C -5.89005 0.33091 -5.21307
N -5.29338 0.91834 -4.11807
C -5.19135 -0.07075 -3.13714
C -4.63096 2.18182 -3.99096
H -4.19908 -3.38951 -3.43769
H -5.60025 -3.96686 -4.17336
H -5.44669 -4.35193 -2.43763
H -5.75901 -2.22650 -1.72228
H -7.12737 -2.61205 -2.74216
H -6.94610 -1.63079 -5.32634
H -5.99947 1.00602 -6.04893
H -4.76170 0.18687 -2.18036
H -5.27565 3.04814 -3.84280
H -4.11845 2.33301 -4.94100
H -3.92977 2.10176 -3.16028
C 5.32267 1.23474 0.21701
C 4.99825 2.73776 0.15617
N 5.41049 3.40750 1.40842
C 6.70258 3.84469 1.72071
C 6.56050 4.46134 2.97758
N 5.26442 4.28681 3.43994
C 4.52047 3.73248 2.42622
C 4.65692 4.86297 4.62012
H 6.37536 1.08135 0.45453
H 5.16055 0.75886 -0.75013
H 4.74642 0.78119 1.02344
H 3.93669 2.70520 -0.08905
H 5.50832 3.28955 -0.63342
H 7.60440 3.63333 1.16532
H 7.25241 4.96979 3.63267
H 3.47847 3.44956 2.45079
H 3.60749 4.56863 4.60725
H 4.72407 5.94943 4.56363
H 5.02924 4.45044 5.55783
C -0.94372 -1.85176 4.80329
C -0.18081 -0.60968 4.26017
N 1.16283 -0.28174 4.90433
C 1.81708 0.93153 4.66722
C 2.92716 1.03091 5.56744
N 2.77423 -0.01829 6.46371
C 1.71855 -0.78818 6.03765
C 3.59673 -0.31691 7.67176
H -0.94990 -2.01803 5.88051
H -0.63963 -2.79582 4.35120
H -1.91233 -1.66009 4.34160
H -0.83746 0.24753 4.40887
H -0.06242 -0.78506 3.19091
H 1.59327 1.66395 3.90572
H 3.67161 1.79616 5.73050
H 1.26622 -1.61112 6.57110
H 4.62275 -0.52704 7.36971
H 3.24334 -1.14974 8.27971
H 3.52483 0.54042 8.34103
C -2.98382 -2.20858 1.31626
F -1.86163 -1.74968 1.95597
F -4.10794 -1.93297 2.02239
F -3.03775 -1.60936 0.14762
S -2.90288 -4.09124 0.94236
O -3.77853 -4.49007 -0.14705
O -1.47117 -4.14881 0.57489
O -3.12101 -4.83903 2.18752
C -2.05218 -1.11984 -6.25717
F -2.18007 -1.99602 -7.25682
F -3.00752 -1.25808 -5.37014
F -0.91610 -1.21394 -5.63788
S -2.31181 0.66685 -6.97917
O -1.39128 0.81235 -8.09010
O -3.72882 0.57296 -7.40782
O -2.11901 1.59486 -5.86336
```